Record 1
The following is a DFT calculation (wB97M-V/def2-TZVPD) of a cluster of 4 separate species, C36H46F4N3O11PS2 in total.

XYZ file:
```
103
Properties=species:S:1:pos:R:3:mulliken_charge:R:1
C -2.318 7.208 2.195 -0.6229
C -3.348 6.360 1.684 -0.7180
C -3.062 4.777 1.637 0.5113
C -2.296 4.236 0.385 -0.8185
C -1.964 2.706 0.230 -0.1232
C -2.476 1.787 1.354 0.6307
C -3.248 2.326 2.620 -0.3112
O -3.673 1.440 3.670 -0.1816
N -5.039 1.396 3.813 0.1429
O -5.538 1.333 2.728 -0.2934
C -3.547 3.861 2.815 0.5114
C -4.290 4.481 4.103 -0.8565
C -3.162 4.808 5.229 -0.7734
C -3.048 3.713 6.386 0.8830
F -1.999 2.790 6.084 -0.2320
F -4.239 3.012 6.669 -0.2618
F -2.656 4.335 7.624 -0.2978
S -2.183 -0.026 1.234 -0.1467
C -1.863 -0.272 -0.591 0.4783
C -2.041 -1.712 -1.112 -0.3161
O -2.472 -2.760 -0.218 -0.5330
C -3.951 -2.731 -0.353 -0.4447
C -4.592 -4.194 -0.502 -0.3439
C -5.629 -4.313 -1.751 -0.9366
C -1.740 -2.002 -2.624 0.5866
C -1.890 -3.516 -3.085 0.8451
C -0.517 -4.355 -2.813 -0.9873
F -2.406 -3.703 -4.413 -0.3474
C -1.299 -0.809 -3.497 -0.1208
C -0.960 -1.121 -5.048 -1.1326
C -2.249 -1.126 -5.996 -1.1401
C -1.129 0.661 -2.954 1.1139
P -0.543 1.954 -4.183 0.6226
N -1.351 1.946 -5.573 -0.7790
O 1.134 1.628 -4.440 -0.4443
O -0.692 3.573 -3.589 -0.5008
C -1.421 0.943 -1.431 -0.5849
N -1.197 2.326 -0.971 0.4885
S 0.512 2.522 -0.609 -0.1346
H -2.538 8.197 2.721 0.2701
H -1.210 6.903 2.132 0.2524
H -4.352 6.815 1.348 0.3531
H -1.989 5.013 -0.407 0.3135
H -5.154 3.852 4.494 0.5162
H -4.705 5.506 3.787 0.3564
H -2.114 4.881 4.751 0.3177
H -3.333 5.832 5.734 0.3259
H -4.335 -2.257 0.619 0.3352
H -4.227 -2.117 -1.283 0.2838
H -5.121 -4.542 0.462 0.3851
H -3.765 -4.964 -0.708 0.1970
H -6.708 -4.490 -1.412 0.2858
H -5.349 -5.223 -2.406 0.2492
H -5.544 -3.399 -2.452 0.2980
H -2.663 -3.993 -2.372 -0.6561
H -0.724 -5.115 -1.967 0.3148
H -0.168 -4.937 -3.726 0.3448
H 0.246 -3.617 -2.397 0.1441
H -0.093 -0.480 -5.431 0.3295
H -0.558 -2.206 -5.042 0.4969
H -2.527 -0.114 -6.436 0.3010
H -3.164 -1.612 -5.503 0.2262
H -1.985 -1.801 -6.899 0.3295
H -1.774 2.869 -5.743 0.2128
H 1.308 1.585 -5.409 0.3201
H 0.189 3.909 -3.312 0.2814
H 0.731 3.872 -0.929 0.1152
O 1.453 -1.188 -2.382 -0.2557
C 2.655 -1.131 -2.304 0.2201
O 3.423 -2.080 -1.707 -0.3741
C 4.790 -1.647 -1.695 -0.2669
C 4.894 -0.627 -2.803 -0.5592
C 3.515 0.000 -2.800 0.0246
H 5.011 -1.218 -0.712 0.1651
H 5.446 -2.499 -1.863 0.2101
H 5.703 0.090 -2.654 0.3919
H 5.065 -1.134 -3.758 0.2737
H 3.448 0.833 -2.096 0.1769
H 3.213 0.314 -3.798 0.0878
O 2.507 -2.389 6.963 -0.5792
C 1.689 -1.586 6.595 0.4471
O 1.853 -0.771 5.515 -0.3672
C 0.741 0.129 5.429 -0.3212
C -0.372 -0.541 6.189 -0.2773
C 0.372 -1.300 7.266 -0.3878
H 1.032 1.087 5.871 0.2288
H 0.475 0.292 4.383 0.2612
H -1.109 0.164 6.578 0.2278
H -0.894 -1.248 5.536 0.2094
H 0.550 -0.684 8.151 0.2653
H -0.141 -2.223 7.536 0.2858
O 7.333 -2.828 -3.004 -0.5753
C 8.120 -2.723 -2.097 0.5552
O 7.774 -2.386 -0.825 -0.2865
C 8.959 -2.244 -0.032 -0.4607
C 10.018 -3.044 -0.753 -0.4919
C 9.611 -2.893 -2.204 -0.5038
H 9.211 -1.181 0.030 0.2758
H 8.775 -2.622 0.974 0.3072
H 11.033 -2.701 -0.544 0.3245
H 9.951 -4.097 -0.461 0.2728
H 10.041 -1.996 -2.656 0.2704
H 9.865 -3.778 -2.787 0.2943
```

Computed properties:
**SMILES**: C=Cc1cc2c(c(ON=O)c1CCC(F)(F)F)Sc1c(OCCC)c([C@H](C)F)c(CC)c(P(=N)(O)O)c1N2S.O=C1CCCO1.O=C1CCCO1.O=C1CCCO1
**Orbital gap**: 7.37 eV
**Charge**: 0



Record 2
The following is a DFT calculation (wB97M-V/def2-TZVPD) of a cluster of 5 separate species, C36H46N5O9 in total.

XYZ file:
```
96
Properties=species:S:1:pos:R:3:mulliken_charge:R:1
C -2.389 -5.036 1.630 -1.4766
C -1.869 -3.624 1.362 0.1539
C -1.995 -3.214 -0.102 -1.0602
C -1.387 -1.830 -0.389 -0.4853
C 0.064 -1.790 -0.975 1.3643
C 0.817 -3.121 -0.782 -1.2561
C 2.320 -3.031 -1.091 0.6338
C 3.230 -3.529 0.038 -0.6103
N 3.533 -4.961 -0.101 -0.7102
C 0.795 -0.696 -0.263 -1.2495
O 1.290 -1.054 1.082 0.0219
C 1.810 0.057 1.760 -1.0827
C 0.787 0.763 2.666 -0.0413
C -0.243 -0.163 3.297 -0.2798
H -2.652 -5.188 2.678 0.3957
H -3.273 -5.247 1.024 0.3023
H -1.638 -5.784 1.371 0.3221
H -2.402 -2.909 1.992 0.2631
H -0.821 -3.570 1.664 0.1094
H -3.074 -3.161 -0.302 0.5165
H -1.604 -3.990 -0.759 0.3380
H -1.429 -1.270 0.555 0.0098
H -2.062 -1.314 -1.083 0.3046
H 0.684 -3.583 0.208 -0.0060
H 0.394 -3.852 -1.482 0.4710
H 2.611 -2.021 -1.357 -1.2049
H 2.552 -3.656 -1.962 0.9359
H 4.145 -2.915 0.051 0.3623
H 2.741 -3.354 0.996 0.3151
H 4.382 -5.192 0.396 0.2289
H 3.674 -5.180 -1.078 0.2576
H 0.122 0.165 -0.150 0.7252
H 1.678 -0.372 -0.834 -0.6774
H 2.675 -0.250 2.358 0.3662
H 2.183 0.771 1.013 0.4333
H 0.308 1.582 2.131 -0.2492
H 1.359 1.219 3.482 0.5260
H -0.999 0.430 3.807 0.0498
H 0.244 -0.806 4.031 0.3576
H -0.741 -0.793 2.566 -0.1812
C -4.023 3.696 7.371 -0.4681
C -2.783 3.086 7.502 -0.4354
C -2.549 1.853 6.915 -0.2433
C -3.569 1.254 6.202 0.0920
C -4.811 1.841 6.060 -0.4512
C -5.036 3.073 6.654 -0.4027
N -3.315 -0.045 5.553 1.0801
O -2.221 -0.539 5.709 -0.5757
O -4.210 -0.524 4.888 -0.6320
H -4.200 4.662 7.825 0.3837
H -1.994 3.573 8.056 0.3737
H -1.588 1.369 7.002 0.4471
H -5.586 1.348 5.493 0.4564
H -6.001 3.549 6.550 0.3734
C -1.729 -1.340 -5.313 -0.7070
C -1.832 -0.500 -6.419 -0.2895
C -1.084 0.663 -6.481 -0.6039
C -0.246 0.964 -5.419 -0.1257
C -0.137 0.144 -4.310 -0.1013
C -0.882 -1.020 -4.262 -0.1384
N 0.572 2.182 -5.479 1.1170
O 0.495 2.886 -6.467 -0.6539
O 1.299 2.415 -4.532 -0.6732
H -2.310 -2.253 -5.274 0.4293
H -2.492 -0.754 -7.239 0.3612
H -1.150 1.322 -7.335 0.4605
H 0.519 0.384 -3.485 0.4997
H -0.772 -1.653 -3.379 0.3034
C -1.071 6.708 -0.383 -0.4644
C -1.116 5.337 -0.600 -0.5592
C -1.305 4.471 0.465 -0.3315
C -1.448 5.002 1.733 0.0575
C -1.401 6.362 1.973 -0.4141
C -1.211 7.218 0.901 -0.3843
N -1.658 4.079 2.862 1.0692
O -1.674 2.898 2.604 -0.5741
O -1.793 4.557 3.973 -0.6364
H -0.925 7.380 -1.218 0.3739
H -1.002 4.939 -1.599 0.4639
H -1.337 3.402 0.310 0.5534
H -1.511 6.744 2.977 0.4472
H -1.172 8.286 1.069 0.3607
C 3.643 0.379 -4.220 -0.5249
C 4.047 -0.094 -5.463 -0.4849
C 4.754 -1.280 -5.563 -0.4982
C 5.041 -1.980 -4.405 0.1836
C 4.648 -1.532 -3.158 -0.4180
C 3.944 -0.341 -3.071 -0.3210
N 5.779 -3.247 -4.508 1.0549
O 6.131 -3.610 -5.615 -0.6445
O 6.001 -3.862 -3.486 -0.6196
H 3.075 1.301 -4.155 0.5344
H 3.808 0.464 -6.359 0.4134
H 5.074 -1.656 -6.523 0.4618
H 4.876 -2.103 -2.270 0.4094
H 3.616 0.017 -2.104 0.4216
```

Computed properties:
**Orbital gap**: 3.15 eV
**Charge**: -1



no.,molecular weight (g/mol),LUMO energy (eV)
1,867.87,-0.45
2,692.79,1.22